# 1
ORCA calculation (wB97M-V/def2-TZVPD) on a 2-piece molecular cluster, C6H8BrNO4S overall in a non-equilibrium geometry.

Atoms and positions in Å:
C 2.2116 2.3735 0.1565
C 0.0715 -1.6533 0.3630
C -0.3956 1.7328 -0.0646
C -0.4276 -3.0251 0.4562
C -0.8470 -0.5800 0.8274
C 0.0030 0.7156 0.9153
N -1.0445 2.7016 0.4166
O 2.4292 3.4731 0.1885
O 1.2060 -1.4785 0.0379
O -0.1838 1.6285 -1.3886
O 0.0859 -0.8411 -2.0132
S 0.9353 0.3171 -1.9021
Br 1.0657 1.2132 -3.9813
H 0.1400 -3.7264 -0.1763
H -1.4586 -3.1241 0.1801
H -0.3881 -3.2683 1.4793
H -1.0606 -0.8790 1.8953
H -1.8727 -0.5332 0.3621
H -0.2284 1.2391 1.7301
H 1.1032 0.3873 0.7435
H -1.3446 3.3274 -0.2258

Properties
gap between HOMO and LUMO = 9.3565 eV
charge = 0
maximum force = 0.0978 Eh/bohr
E_LUMO = -0.7 eV
energy relative to the best compared isomer or geometry (same formula, charge and spin) = 1.710 eV

---

# 2
ORCA calculation (wB97M-V/def2-TZVPD) on one molecule with the formula C6H8Cl2N2O2 in a non-equilibrium geometry.

Atoms and positions in Å:
C 1.8202 1.5676 -0.4314
C 1.0671 0.4932 0.3666
O 1.9348 -0.1752 1.2577
N -0.0088 1.1394 1.0972
C -1.3166 0.7850 1.2182
O -2.1001 1.3912 1.9114
N -1.7072 -0.3076 0.4748
C -0.8911 -1.0071 -0.3717
C -1.4667 -2.1447 -1.1262
Cl -2.8185 -1.5909 -2.1789
C 0.4841 -0.5678 -0.5232
Cl 1.5603 -1.4088 -1.5396
H 2.4591 2.1480 0.2336
H 1.1076 2.2349 -0.9087
H 2.4427 1.1037 -1.1916
H 2.4791 0.4628 1.7359
H 0.2643 1.8811 1.7261
H -2.6973 -0.5097 0.4681
H -1.8934 -2.8869 -0.4491
H -0.7196 -2.6082 -1.7692

Properties
gap between HOMO and LUMO = 9.0054 eV
charge = 0
structure (SMILES) = C[C@@]1(O)NC(=O)NC(CCl)=C1Cl
maximum force = 0.1029 Eh/bohr
E_LUMO = 0.5 eV
energy relative to the best compared isomer or geometry (same formula, charge and spin) = 0.000 eV

---

# 3
ORCA calculation (wB97M-V/def2-TZVPD) on a 2-piece molecular cluster, C6H8Cl2NO overall in a non-equilibrium geometry.

Atoms and positions in Å:
C 3.3381 -0.5185 0.4003
C 2.1863 0.0514 0.0285
C -2.4762 -0.5114 0.7093
C 0.9409 -0.8000 -0.1051
C -1.5214 -0.7498 -0.1915
C -0.3664 2.1781 -0.2013
N -0.2504 -0.3212 0.0532
O -1.6677 -1.3365 -1.3277
Cl -4.1270 -0.8812 0.4202
Cl -1.9810 2.1092 -0.1962
H 4.2679 0.0562 0.7887
H 3.4347 -1.5614 0.3731
H 1.8476 1.1397 -0.1238
H -2.4351 -0.0184 1.6370
H 1.0956 -1.8408 -0.4122
H 0.1579 2.3357 -1.1993
H 0.1752 2.3738 0.6408
H -2.6191 -1.7049 -1.2940

Properties
gap between HOMO and LUMO (spin up / spin down) = 6.7547 / 6.7416 eV
charge = +1
maximum force = 0.0781 Eh/bohr
E_LUMO (spin up / spin down) = -5.9 / -5.9 eV
energy relative to the best compared isomer or geometry (same formula, charge and spin) = 2.903 eV

---

# 4
ORCA calculation (wB97M-V/def2-TZVPD) on one molecule with the formula C6H8ClN in a non-equilibrium geometry.

Atoms and positions in Å:
C -0.8760 2.2098 -0.9611
C -0.5485 1.0573 -1.5403
C -0.3322 2.4922 0.3429
C 0.4969 0.1192 -0.8571
C 1.2946 -1.4705 0.8593
C 0.1482 -1.0614 -0.1334
N 0.4889 1.7839 0.9017
Cl 1.8977 0.0574 -1.8169
H -1.7919 2.7804 -1.2735
H -0.7227 0.8437 -2.5120
H -0.8186 3.3052 0.9183
H 1.4599 -0.8400 1.7363
H 2.3464 -1.4792 0.2933
H 1.0022 -2.4667 1.0709
H -0.6867 -0.7564 0.6277
H -0.0793 -1.9695 -0.6521

Properties
gap between HOMO and LUMO (spin up / spin down) = 9.1266 / 8.0533 eV
charge = 0
maximum force = 0.0937 Eh/bohr
E_LUMO (spin up / spin down) = 0.0 / 0.0 eV
energy relative to the best compared isomer or geometry (same formula, charge and spin) = 3.851 eV

---

# 5
ORCA calculation (wB97M-V/def2-TZVPD) on one molecule with the formula C6H8ClN in a non-equilibrium geometry.

Atoms and positions in Å:
C -1.7803 -1.5745 -0.0343
C -0.5121 -0.5946 -0.1298
C 0.7275 -0.9536 0.0372
Cl 1.5545 -2.3318 0.2939
C 1.5831 0.3590 0.1752
N 1.1479 1.1536 1.2565
C 0.7722 1.4540 -0.1581
C -0.6179 0.8148 -0.4907
H -1.9457 -1.5742 -1.3351
H -2.7799 -1.0484 0.3922
H -1.5241 -2.5710 0.5216
H 2.6857 0.1536 -0.0836
H 1.7295 1.8918 1.4688
H 1.1901 2.3361 -0.6323
H -0.9764 0.9292 -1.4048
H -1.2543 1.5559 0.1233

Properties
gap between HOMO and LUMO = 9.6798 eV
charge = 0
structure (SMILES) = CC1=C(Cl)[C@@H]2N[C@@H]2C1
maximum force = 0.1244 Eh/bohr
E_LUMO = 1.0 eV
energy relative to the best compared isomer or geometry (same formula, charge and spin) = 3.218 eV

---

# 6
ORCA calculation (wB97M-V/def2-TZVPD) on one molecule with the formula C6H8ClN in a non-equilibrium geometry.

Atoms and positions in Å:
Cl -4.4204 -0.0066 0.0116
C -2.6553 0.1996 0.4370
C -1.6420 -0.3799 -0.6869
C -0.3350 -0.0661 -0.3936
C 0.4276 1.0703 -0.3456
C 1.8653 0.8665 0.2016
N 2.0291 -0.6432 -0.0838
C 0.6899 -1.1647 0.4006
H -2.3394 0.9334 1.1813
H -1.9764 -1.0505 -1.6064
H 0.1024 2.1249 -0.5946
H 2.1353 0.9524 1.2283
H 2.6659 1.2676 -0.3255
H 2.2368 -0.8528 -1.1049
H 0.6133 -2.2413 0.1102
H 0.6029 -1.0097 1.5706

Properties
gap between HOMO and LUMO = 8.2335 eV
charge = 0
structure (SMILES) = Cl/C=C/C1=CCNC1
maximum force = 0.1657 Eh/bohr
E_LUMO = 0.0 eV
energy relative to the best compared isomer or geometry (same formula, charge and spin) = 4.267 eV